DFT (wB97M-V/def2-TZVPD) results for a single C23H33N5O3 molecule.

Last column: natural (NBO) charge in e.
Cartesian coordinates (Å):
C (5.8857, 0.2764, 2.2364)  -0.61
C (4.6997, 1.1805, 1.9078)  -0.21
C (5.1856, 2.5401, 1.4094)  -0.61
C (3.7333, 0.5178, 0.9175)  -0.40
C (4.3574, 0.1201, -0.4229)  -0.23
N (3.3494, -0.3889, -1.3258)  -0.62
C (3.1390, -1.7067, -1.4964)  0.67
O (3.8688, -2.5789, -1.0665)  -0.65
C (1.8898, -2.0299, -2.3154)  -0.48
C (0.7027, -2.2904, -1.3804)  -0.46
C (0.1878, -1.0375, -0.7697)  0.41
N (0.6123, 0.1516, -1.0719)  -0.33
N (-0.0514, 1.0726, -0.3450)  -0.35
C (-0.8974, 0.4233, 0.4030)  0.53
N (-1.7638, 0.9636, 1.2941)  -0.42
C (-1.8560, 2.4110, 1.3532)  -0.22
C (-2.4847, 2.9824, 0.0810)  -0.45
C (-3.8189, 2.3050, -0.2619)  -0.07
O (-3.7057, 0.9939, -0.7746)  -0.56
C (-3.1747, 0.8327, -2.0851)  0.10
C (-3.9194, 1.6365, -3.1524)  -0.64
C (-3.2789, -0.6619, -2.3850)  -0.61
C (-2.6410, 0.1885, 2.0212)  0.69
O (-3.4131, 0.6832, 2.8165)  -0.60
C (-2.5521, -1.2616, 1.7717)  -0.17
C (-3.4295, -2.0945, 2.4635)  -0.13
C (-3.4164, -3.4571, 2.2579)  -0.22
C (-2.5222, -4.0017, 1.3471)  -0.18
C (-1.6445, -3.1956, 0.6478)  -0.20
C (-1.6479, -1.8188, 0.8555)  0.18
N (-0.8053, -0.9368, 0.1913)  -0.39
H (6.5417, 0.1720, 1.3762)  0.20
H (5.5442, -0.7126, 2.5322)  0.21
H (6.4648, 0.6987, 3.0548)  0.21
H (4.1339, 1.3468, 2.8331)  0.20
H (5.8311, 2.4288, 0.5420)  0.20
H (5.7545, 3.0426, 2.1886)  0.21
H (4.3441, 3.1733, 1.1374)  0.21
H (3.3188, -0.3832, 1.3774)  0.20
H (2.9023, 1.2016, 0.7213)  0.20
H (4.8360, 0.9815, -0.8947)  0.19
H (5.0903, -0.6767, -0.2859)  0.23
H (2.5699, 0.2281, -1.5307)  0.43
H (1.6553, -1.2161, -2.9991)  0.23
H (2.0907, -2.9402, -2.8812)  0.24
H (1.0278, -2.9775, -0.5930)  0.24
H (-0.1052, -2.7661, -1.9471)  0.23
H (-0.8499, 2.8153, 1.4864)  0.22
H (-2.4749, 2.6394, 2.2235)  0.24
H (-1.7831, 2.8664, -0.7454)  0.23
H (-2.6611, 4.0472, 0.2346)  0.22
H (-4.3826, 2.9412, -0.9548)  0.17
H (-4.4117, 2.1832, 0.6494)  0.20
H (-2.1131, 1.1295, -2.0966)  0.17
H (-4.9904, 1.4681, -3.0635)  0.21
H (-3.5928, 1.3093, -4.1356)  0.22
H (-3.7172, 2.7012, -3.0660)  0.21
H (-4.3234, -0.9422, -2.4923)  0.21
H (-2.7457, -0.8999, -3.3013)  0.21
H (-2.8592, -1.2400, -1.5664)  0.21
H (-4.1137, -1.6314, 3.1579)  0.25
H (-4.0975, -4.0962, 2.7974)  0.22
H (-2.5069, -5.0672, 1.1753)  0.22
H (-0.9658, -3.6438, -0.0558)  0.22

total charge = 0
max |F| = 0.023 hartree/bohr
electronic energy = -1395.79086 a.u.
structure (SMILES) = CC(C)CCNC(=O)CCc1nnc2n(CCCOC(C)C)c(=O)c3ccccc3n12

***

DFT (wB97M-V/def2-TZVPD) results for a gas-phase ion, C10H15N2 (charge +1).

Last column: natural (NBO) charge in e.
Cartesian coordinates (Å):
C (-0.9643, -1.9128, -0.3120)  -0.17
C (-1.5029, -2.1547, 0.9364)  -0.18
C (-0.0980, -0.8188, -0.7842)  -0.06
C (0.6091, 0.0004, -0.0218)  -0.14
C (-1.3865, -1.3674, 2.1453)  -0.53
C (-0.1375, -0.6026, -2.2890)  -0.45
C (0.6627, 0.6024, -2.7239)  -0.41
C (0.3483, 1.6802, -1.6179)  -0.22
C (1.8513, 1.8884, 0.1960)  -0.01
C (0.0216, -0.8616, 2.4961)  0.32
N (1.0219, 1.1800, -0.4321)  -0.28
N (0.1675, 0.1936, 3.2851)  -0.70
H (-1.0047, -2.7042, -1.0210)  0.22
H (-1.9770, -3.1356, 1.0007)  0.23
H (-2.1231, -0.5540, 2.2568)  0.25
H (-1.6496, -1.9049, 3.1181)  0.27
H (0.0088, -1.4392, -2.9420)  0.24
H (-1.2402, -0.2618, -2.3755)  0.21
H (1.7236, 0.1754, -2.5637)  0.22
H (0.4801, 0.9437, -3.7764)  0.25
H (0.6914, 2.5882, -1.8971)  0.22
H (-0.7302, 1.7025, -1.3484)  0.22
H (2.4058, 1.6548, 1.1131)  0.21
H (2.0587, 2.9636, -0.0958)  0.21
H (0.7070, -1.5332, 2.1660)  0.23
H (1.1113, 0.5428, 3.4585)  0.41
H (-0.4670, 0.8932, 3.6098)  0.43

total charge = +1
max |F| = 0.110 hartree/bohr
electronic energy = -499.12231 a.u.